[1]
C5H31NO10 | the ωB97M-V functional and the def2-TZVPD basis

Results
SMILES	CCCCNCO.O.O.O.O.O.O.O.O.O
energy above the lowest of the compared OMol25 structures with the same formula, charge and spin	126.8	kcal/mol

Each atom is followed by the atoms it is bonded to, with distances in Å.
Positions of all 47 atoms, in Å:
1 C 0.40853 1.26486 2.92967  C2 1.510, H8 1.065, H9 1.081, H10 1.073
2 C -0.11806 2.03226 1.74080  C1 1.510, C3 1.615, H11 1.132, H12 1.055
3 C 0.81378 2.29566 0.44819  C2 1.615, C4 1.463, H13 1.181, H14 1.160
4 C 1.55492 1.14079 -0.05942  C3 1.463, N5 1.481, H15 1.107, H16 1.136
5 N 1.04787 0.61993 -1.35024  C4 1.481, C6 1.419, H17 1.060
6 C 1.72249 0.69885 -2.59597  N5 1.419, O7 1.420, H18 1.051, H19 1.013
7 O 2.64306 -0.38148 -2.64705  C6 1.420, H20 0.908
8 H 1.09986 1.96909 3.32963  C1 1.065
9 H 1.13686 0.55296 2.56819  C1 1.081
10 H -0.30600 1.09924 3.71339  C1 1.073
11 H -1.20761 1.88805 1.46989  C2 1.132
12 H -0.16940 3.00962 2.13505  C2 1.055
13 H 1.67693 3.06156 0.70130  C3 1.181
14 H 0.15253 2.59238 -0.45761  C3 1.160
15 H 2.57577 1.51973 -0.25687  C4 1.107
16 H 1.44018 0.45809 0.84176  C4 1.136
17 H 0.23573 -0.04590 -1.20723  N5 1.060
18 H 1.03244 0.53803 -3.37163  C6 1.051
19 H 2.26693 1.55243 -2.63606  C6 1.013
20 H 2.58402 -0.95480 -3.34896  O7 0.908
21 O 2.29901 -2.75005 -1.40362  H22 0.957, H23 1.012
22 H 2.50824 -1.83817 -1.60637  O21 0.957
23 H 2.10771 -3.03020 -0.45036  O21 1.012
24 O -0.81491 -3.24372 -0.22823  H25 0.989, H26 1.033
25 H 0.13671 -3.01704 -0.37572  O24 0.989
26 H -0.59384 -3.77636 0.62927  O24 1.033
27 O -1.66653 0.17733 -1.59089  H28 1.036, H29 0.938
28 H -1.95615 0.06544 -0.60217  O27 1.036
29 H -2.31867 -0.20438 -2.14722  O27 0.938
30 O -0.14146 -1.82007 2.62778  H31 0.992, H32 0.975
31 H -0.46122 -1.23480 1.89300  O30 0.992
32 H -0.92382 -1.99142 3.18378  O30 0.975
33 O -0.56213 2.21332 -2.95367  H34 0.921, H35 1.025
34 H 0.08818 2.85302 -2.82906  O33 0.921
35 H -0.59239 1.91443 -1.97364  O33 1.025
36 O -2.40759 -1.36285 2.01305  H37 1.039, H38 0.960
37 H -3.18850 -1.61423 1.37494  O36 1.039
38 H -2.76299 -0.66949 2.57440  O36 0.960
39 O -3.31879 -2.14353 -0.88157  H40 1.015, H41 0.908
40 H -3.00691 -2.02255 -1.83949  O39 1.015
41 H -2.58530 -2.37349 -0.39805  O39 0.908
42 O 2.11757 -2.35569 1.78596  H43 0.999, H44 1.000
43 H 2.06580 -1.57379 2.40601  O42 0.999
44 H 1.48190 -3.00008 2.21086  O42 1.000
45 O -2.12035 2.79246 -0.79081  H46 1.011, H47 0.929
46 H -2.28334 3.12423 -1.73136  O45 1.011
47 H -1.69108 1.97036 -0.84363  O45 0.929

=====

[2]
C5H31NO10S | the ωB97M-V functional and the def2-TZVPD basis

Results
SMILES	OCNCCCCS.O.O.O.O.O.O.O.O.O
energy above the lowest of the compared OMol25 structures with the same formula, charge and spin	97.5	kcal/mol

Each atom is followed by the atoms it is bonded to, with distances in Å.
Positions of all 48 atoms, in Å:
1 O 1.38958 -0.47871 -1.08341  C2 1.489, H9 0.978
2 C -0.02206 -0.95243 -1.04740  O1 1.489, N3 1.479, H10 1.091, H11 1.133
3 N -0.70849 -0.08975 -0.06083  C2 1.479, C4 1.489, H12 1.056
4 C -0.60162 -0.67646 1.30305  N3 1.489, C5 1.516, H13 1.068, H14 1.079
5 C 0.77764 -1.13970 1.72976  C4 1.516, C6 1.507, H15 1.071, H16 1.088
6 C 0.96586 -2.56571 2.17779  C5 1.507, C7 1.485, H17 1.146, H18 1.158
7 C -0.13504 -3.55901 2.09896  C6 1.485, S8 1.816, H19 1.090, H20 1.140
8 S -1.08869 -4.00570 3.57879  C7 1.816, H21 1.313
9 H 1.45540 0.17077 -1.81118  O1 0.978
10 H 0.16442 -2.00753 -0.84144  C2 1.091
11 H -0.46500 -0.88638 -2.08833  C2 1.133
12 H -0.07232 0.74628 0.04144  N3 1.056
13 H -1.14740 -0.10659 2.02328  C4 1.068
14 H -1.22135 -1.55976 1.32522  C4 1.079
15 H 1.52095 -1.07298 0.96141  C5 1.071
16 H 1.18597 -0.30023 2.28780  C5 1.088
17 H 1.96617 -2.97738 1.79802  C6 1.146
18 H 1.36053 -2.55762 3.26638  C6 1.158
19 H -0.84197 -3.46208 1.27537  C7 1.090
20 H 0.38517 -4.51531 1.75906  C7 1.140
21 H -1.53974 -2.85563 4.02467  S8 1.313
22 O -0.82553 3.00878 0.62408  H23 0.952, H24 0.960
23 H -1.09733 2.89707 -0.28131  O22 0.952
24 H -1.64336 3.07176 1.12322  O22 0.960
25 O 0.22975 1.38516 -3.47470  H26 0.960, H27 0.953
26 H 0.00276 2.01730 -2.78867  O25 0.960
27 H 0.74929 1.75162 -4.18501  O25 0.953
28 O 4.11051 2.83342 0.10168  H29 0.951, H30 0.956
29 H 3.49174 2.57138 -0.57162  O28 0.951
30 H 4.93410 2.34917 0.05632  O28 0.956
31 O -3.98399 1.33529 -1.30634  H32 0.952, H33 0.969
32 H -4.63760 1.99978 -1.49969  O31 0.952
33 H -4.38022 0.71145 -0.67915  O31 0.969
34 O 0.70622 3.68844 -2.01486  H35 0.958, H36 0.966
35 H 0.21122 4.20134 -1.37547  O34 0.958
36 H 1.12993 4.44449 -2.44056  O34 0.966
37 O 3.69377 -1.35520 0.22982  H38 0.948, H39 0.959
38 H 4.20951 -0.76861 0.76704  O37 0.948
39 H 2.98961 -0.83936 -0.16647  O37 0.959
40 O 1.99174 2.12712 1.48688  H41 0.942, H42 0.951
41 H 1.10746 2.44161 1.40757  O40 0.942
42 H 2.87671 2.47497 1.49490  O40 0.951
43 O -3.85300 -1.68169 -0.62575  H44 0.986, H45 0.976
44 H -3.43125 -2.21977 0.08409  O43 0.986
45 H -3.83812 -2.31946 -1.36439  O43 0.976
46 O -2.64420 -0.76148 -2.64443  H47 0.977, H48 0.978
47 H -3.39554 -0.13828 -2.68860  O46 0.977
48 H -2.03216 -0.37442 -1.98703  O46 0.978

=====

[3]
C5H32N2O11 | the ωB97M-V functional and the def2-TZVPD basis

Results
SMILES	CCN(C=O)CCN.O.O.O.O.O.O.O.O.O.O
energy above the lowest of the compared OMol25 structures with the same formula, charge and spin	0.0	kcal/mol

Each atom is followed by the atoms it is bonded to, with distances in Å.
Positions of all 50 atoms, in Å:
1 C -3.00931 -0.61170 1.28703  C2 1.525, H9 1.103, H10 1.090, H11 1.079
2 C -2.61446 0.60710 2.11339  C1 1.525, N3 1.468, H12 1.087, H13 1.078
3 N -1.52823 1.41010 1.53968  C2 1.468, C4 1.320, C6 1.464
4 C -1.79334 2.21092 0.52465  N3 1.320, O5 1.239, H14 1.100
5 O -0.94042 2.83278 -0.12335  C4 1.239
6 C -0.13815 1.04858 1.82297  N3 1.464, C7 1.534, H15 1.087, H16 1.081
7 C 0.46168 0.10851 0.76959  C6 1.534, N8 1.465, H17 1.080, H18 1.083
8 N 1.82815 -0.31721 1.08001  C7 1.465, H19 1.021, H20 1.019
9 H -2.24487 -1.40326 1.36905  C1 1.103
10 H -3.12168 -0.37507 0.22872  C1 1.090
11 H -3.94683 -1.02475 1.62520  C1 1.079
12 H -3.48179 1.25392 2.22280  C2 1.087
13 H -2.32819 0.30938 3.10905  C2 1.078
14 H -2.86239 2.34827 0.30271  C4 1.100
15 H 0.45019 1.96022 1.88428  C6 1.087
16 H -0.10820 0.55779 2.78539  C6 1.081
17 H -0.16596 -0.76603 0.68159  C7 1.080
18 H 0.45405 0.60115 -0.19451  C7 1.083
19 H 2.00758 -0.31732 2.08497  N8 1.021
20 H 2.50064 0.27206 0.59182  N8 1.019
21 O 3.52636 1.16058 -1.12428  H22 0.997, H23 0.980
22 H 2.91561 1.94856 -1.13623  O21 0.997
23 H 3.14794 0.54830 -1.78941  O21 0.980
24 O -2.01157 -0.93987 -1.48815  H25 0.966, H26 0.968
25 H -1.48749 -1.60943 -1.03026  O24 0.966
26 H -1.41368 -0.49320 -2.10474  O24 0.968
27 O -0.40828 -2.96422 -0.34788  H28 1.004, H29 0.974
28 H 0.51041 -2.73909 -0.68344  O27 1.004
29 H -0.60861 -3.85591 -0.68575  O27 0.974
30 O -0.29842 0.27822 -3.42489  H31 0.985, H32 1.004
31 H -0.74728 0.21809 -4.29968  O30 0.985
32 H -0.36407 1.25617 -3.20590  O30 1.004
33 O -0.28715 -1.67676 4.49415  H34 0.962, H35 0.994
34 H -0.37636 -2.36126 5.16480  O33 0.962
35 H -0.00541 -2.14124 3.66176  O33 0.994
36 O -0.46604 2.83449 -2.86361  H37 0.954, H38 0.983
37 H 0.42633 3.04224 -2.59715  O36 0.954
38 H -0.93327 2.90055 -2.00122  O36 0.983
39 O 1.58694 3.26129 -1.09473  H40 0.976, H41 0.994
40 H 1.84091 4.17782 -0.87419  O39 0.976
41 H 0.78394 3.06816 -0.54155  O39 0.994
42 O 0.65860 -3.13863 2.28731  H43 0.975, H44 0.986
43 H 1.46651 -2.64144 2.06338  O42 0.975
44 H 0.12469 -3.13371 1.45835  O42 0.986
45 O 2.13656 -2.50661 -1.11718  H46 0.951, H47 0.992
46 H 2.39970 -1.99642 -0.35917  O45 0.951
47 H 2.22998 -1.89024 -1.88911  O45 0.992
48 O 2.26449 -0.49116 -3.04747  H49 0.957, H50 0.989
49 H 2.64284 -0.59990 -3.91951  O48 0.957
50 H 1.32733 -0.22084 -3.20926  O48 0.989

=====

no.,electronic energy (eV)
1,-27648.7913
2,-38485.7639
3,-31209.9749